C20H23F3NO6S | the ωB97M-V functional and the def2-TZVPD basis

The energy comes out at -1979.95236 a.u.

Geometry as ORCA input:
```
! RIJCOSX wB97M-V def2-TZVPD def2/J DEFGRID3
* xyz -1 1
S -1.07781 0.25013 2.96444
F -0.78870 0.13358 5.61540
F 0.42122 -1.31252 4.43404
F 1.09079 0.80843 4.69605
O 2.10748 -0.47296 2.70468
O 2.26613 3.57560 4.32952
O 2.26508 0.71372 0.84249
O 0.51309 -2.32799 1.50420
O -1.83732 3.05956 6.14545
O -1.62635 -1.69163 1.05549
N -0.06776 3.69303 4.65904
C 2.15069 5.62278 6.76446
C -0.41299 0.84382 0.28693
C -0.54119 5.42228 7.77411
C 1.26979 3.90188 4.97121
C -0.32125 -1.45592 1.39297
C -0.01362 0.06901 1.55387
C -0.04988 4.60446 6.75916
C 0.02956 -0.00332 4.53372
C 0.12041 2.25667 0.16637
C 1.22846 4.71326 6.25157
C -3.63928 -2.86234 1.38584
C 1.68013 6.48167 7.77329
C -2.18996 -2.80531 1.80004
C 1.54525 0.09639 1.80543
C -0.07197 3.17350 1.36380
C -0.80973 3.66141 5.84946
C 0.33762 6.40414 8.25042
C 0.13494 4.62964 0.93497
C 3.69471 0.67198 1.10506
C 4.38612 1.27463 -0.09372
H -4.15576 -3.70876 1.84415
H 4.08631 2.30218 -0.29254
H -1.58203 5.31736 8.08437
H -1.06055 3.05389 1.81357
H -0.04288 0.26256 -0.56535
H -4.16634 -1.95938 1.71550
H 2.35496 7.22896 8.19496
H -3.71673 -2.94978 0.29097
H -0.28463 2.74991 -0.72814
H -0.08139 5.35267 1.72119
H -0.49566 4.88746 0.07377
H 4.24167 0.68339 -0.99732
H 1.17440 4.74468 0.63441
H -1.50591 0.83652 0.21299
H -1.66162 -3.73096 1.54531
H -0.03079 7.11341 8.99600
H 1.19767 2.20334 -0.01234
H 5.45823 1.31552 0.09240
H -2.08919 -2.58534 2.87556
H 0.62855 2.93394 2.17939
H 3.99305 -0.37089 1.25817
H 3.15493 5.66502 6.33155
H 3.91716 1.25125 2.01520
*
```

C20H23FN2O2 | the ωB97M-V functional and the def2-TZVPD basis

As for the SMILES: CC(C)(C)c1ccc(/C=N/OCC(=O)NCc2ccc(F)cc2)cc1. The energy comes out at -1135.74601 a.u.

Geometry as ORCA input:
```
! RIJCOSX wB97M-V def2-TZVPD def2/J DEFGRID3
* xyz 0 1
F -3.15936 4.35842 -4.90198
O 2.42465 0.21123 -1.38993
O 2.45514 3.70880 -0.52916
N 1.96361 -0.46257 -0.25942
N 0.76869 2.20656 -0.53565
C 0.97818 -2.42245 0.62031
C 0.50750 -3.71116 0.38072
C 0.43895 -2.71647 2.94808
C -1.03399 -6.22486 3.45565
C -1.08051 3.48997 -1.47050
C -2.47419 4.07218 -3.77454
C -0.56413 -4.83091 3.88013
C -0.28378 3.15518 -0.23538
C -3.08993 3.32438 -2.78867
C 0.54998 -4.99849 4.92337
C 3.01826 1.44185 -1.04378
C -0.03166 -4.01063 2.71733
C -2.38065 3.03312 -1.63628
C -1.75678 -4.09346 4.50591
C 2.05189 2.57479 -0.68443
C -0.48570 4.23924 -2.48033
C 0.01376 -4.48796 1.41193
C -1.17733 4.53533 -3.63950
C 1.49869 -1.62536 -0.46990
C 0.93412 -1.93484 1.92837
H -4.10242 2.98028 -2.92901
H -2.84936 2.44924 -0.85751
H 0.87814 -4.03901 5.31283
H -2.16256 -4.67387 5.33157
H -1.46611 -3.11840 4.88650
H 0.42010 -2.30759 3.94696
H -2.54158 -3.95106 3.76581
H 1.40860 -5.49814 4.47968
H 3.70888 1.31571 -0.20132
H 0.19331 -5.59995 5.75664
H -0.73019 5.11715 -4.42973
H 1.29683 -0.93748 2.12161
H -0.92989 2.73744 0.54126
H -1.40137 -6.76324 4.32685
H -0.21675 -6.80021 3.02694
H 0.21365 4.05219 0.14468
H 1.47487 -2.06129 -1.47041
H -0.33670 -5.47996 1.17853
H 0.52627 4.59127 -2.34853
H 3.59213 1.74561 -1.92254
H 0.53167 -4.11048 -0.62353
H -1.84536 -6.16279 2.73411
H 0.50244 1.25431 -0.73035
*
```

Q: Which of these has the lowest energy?
A: C20H23F3NO6S